Here is an isolated molecule of C3H5NOS2 in a non-equilibrium geometry from the OMol25 dataset. Energies are from ωB97M-V/def2-TZVPD.

**SMILES**: CSC(=S)NC=O
**Kohn-Sham gap**: 8.91 eV
**Highest occupied orbital energy**: -9.1 eV
**LUMO**: -0.0087 Eh
**Total charge**: 0
**Calculated total energy**: -1043.68841 a.u.

XYZ file:
```
12
Properties=species:S:1:pos:R:3:mulliken_charge:R:1
C -2.491 -1.026 -0.002 -0.933
C -0.126 0.408 0.003 0.394
C 2.231 -0.483 -0.002 0.016
H -2.821 -0.441 0.892 0.309
H -2.816 -0.487 -0.863 0.338
H -2.925 -2.020 -0.001 0.339
H 1.640 1.459 -0.014 0.270
H 1.817 -1.491 -0.003 0.311
N 1.249 0.510 0.008 -0.183
O 3.401 -0.217 -0.001 -0.506
S -0.716 -1.258 -0.001 -0.033
S -1.067 1.742 -0.003 -0.320
```



Here is an isolated molecule of C23H34N2O4 from the OMol25 dataset. Energies are from ωB97M-V/def2-TZVPD.

**SMILES**: CCOC(=O)C1(C[C@H]2CCCCO2)CCN(C(=O)Nc2ccc(C)c(C)c2)CC1
**Kohn-Sham gap**: 8.79 eV
**Highest occupied orbital energy**: -8.1 eV
**LUMO**: 0.0248 Eh
**Total charge**: 0
**Calculated total energy**: -1307.35255 a.u.

XYZ file:
```
63
Properties=species:S:1:pos:R:3:mulliken_charge:R:1
C -6.403 -0.520 -1.437 -1.124
C -5.414 -1.676 -1.492 -0.330
H -5.709 -2.459 -0.787 0.341
H -5.343 -2.087 -2.501 0.345
O -4.089 -1.242 -1.174 -0.291
C -3.774 -1.152 0.121 -0.630
O -4.530 -1.436 1.012 -0.631
C -2.362 -0.594 0.317 2.864
C -1.852 -1.018 1.703 -1.297
H -2.699 -1.071 2.388 0.690
C -1.180 -2.379 1.631 -1.105
N 0.017 -2.294 0.811 0.343
C 0.929 -3.288 0.927 0.237
O 0.736 -4.289 1.592 -0.721
N 2.102 -3.139 0.189 -0.112
C 2.910 -1.999 0.119 -0.028
C 2.766 -0.924 0.989 -0.426
C 3.598 0.173 0.864 -1.006
C 4.587 0.234 -0.107 1.071
C 4.752 -0.856 -0.968 1.176
C 3.916 -1.953 -0.843 -0.555
H 4.045 -2.799 -1.504 0.349
C 5.822 -0.843 -2.016 -1.839
H 5.810 -1.764 -2.592 0.380
H 6.805 -0.733 -1.558 0.357
H 5.682 -0.005 -2.698 0.332
C 5.470 1.439 -0.216 -1.637
H 6.515 1.166 -0.068 0.362
H 5.385 1.893 -1.204 0.346
H 5.200 2.183 0.530 0.368
H 3.484 0.998 1.552 0.346
H 2.028 -0.959 1.775 0.485
H 2.597 -4.015 0.083 0.325
C 0.001 -1.306 -0.246 -0.136
H 0.381 -0.350 0.126 -0.168
C -1.423 -1.138 -0.773 -1.592
H -1.780 -2.113 -1.110 0.511
H -1.423 -0.478 -1.641 0.543
H 0.655 -1.641 -1.054 0.526
H -0.879 -2.724 2.623 0.607
H -1.874 -3.126 1.223 0.319
H -1.149 -0.274 2.074 0.195
C -2.570 0.937 0.237 -2.390
C -1.319 1.813 0.120 0.533
C -1.725 3.281 -0.078 -0.739
C -0.480 4.163 -0.145 -0.758
C 0.365 3.929 1.104 -0.823
H 1.305 4.480 1.049 0.369
C 0.653 2.435 1.235 -0.588
O -0.530 1.672 1.287 -0.278
H 1.180 2.216 2.167 0.392
H 1.275 2.103 0.387 0.414
H -0.184 4.264 1.986 0.338
H -0.765 5.214 -0.222 0.374
H 0.103 3.905 -1.033 0.321
H -2.311 3.378 -0.993 0.369
H -2.345 3.589 0.766 0.380
H -0.719 1.505 -0.754 0.408
H -3.190 1.154 -0.637 0.439
H -3.117 1.245 1.130 0.447
H -6.459 -0.131 -0.423 0.295
H -6.090 0.277 -2.107 0.291
H -7.387 -0.869 -1.735 0.415
```



Here is a structure of composition C5H9GdMgO4 in a non-equilibrium geometry from the OMol25 dataset. Energies are from ωB97M-V/def2-TZVPD.

**Kohn-Sham gap (spin up / spin down)**: 6.04 / 6.51 eV
**Expectation value of S²**: 20.04
**Highest occupied orbital energy (spin up / spin down)**: -10.6 / -11.1 eV
**LUMO (spin up / spin down)**: -0.1682 / -0.1680 Eh
**Total charge**: +1
**Multiplicity**: 9
**Calculated total energy**: -1462.26044 a.u.

XYZ file:
```
20
Properties=species:S:1:pos:R:3:lowdin_spin:R:1
O 0.664 2.684 -0.279 0.038
C 1.781 2.089 0.092 0.015
C 1.891 0.763 0.384 0.013
O 0.595 0.217 0.673 0.046
C 0.304 -0.998 -0.002 0.005
C -1.175 -1.262 0.121 0.007
O -1.860 -0.084 -0.309 0.055
C -3.264 -0.265 -0.456 0.019
Gd -1.013 1.903 0.396 7.783
H 2.715 2.668 0.009 0.000
H 0.873 -1.829 0.441 0.000
H 0.588 -0.877 -1.059 0.001
H -1.463 -1.493 1.158 0.002
H -1.456 -2.111 -0.518 0.000
H -3.698 0.704 -0.724 0.011
H -3.459 -0.992 -1.256 0.001
H -3.704 -0.612 0.490 0.001
H 3.364 -0.098 -0.720 0.000
Mg 3.944 0.075 1.650 0.002
O 4.375 -0.481 -0.091 0.000
```



Here is a cluster of 3 separate species, C5H14N in total in a non-equilibrium geometry from the OMol25 dataset. Energies are from ωB97M-V/def2-TZVPD.

**Kohn-Sham gap**: 7.97 eV
**Highest occupied orbital energy**: -14.6 eV
**LUMO**: -0.2439 Eh
**Total charge**: +1
**Calculated total energy**: -253.16640 a.u.

XYZ file:
```
20
Properties=species:S:1:pos:R:3:mulliken_charge:R:1
C -0.114 0.652 0.607 -0.025
C 0.425 -0.684 0.665 0.500
C 1.762 -1.227 0.122 -1.337
C -0.659 -0.613 -0.339 0.061
C -2.086 -1.034 -0.171 -1.335
N 0.004 1.320 1.827 -0.341
H -1.480 0.787 -3.914 -0.221
H 2.785 2.435 1.088 0.264
H 0.228 -1.167 1.620 0.271
H 1.729 -2.290 -0.064 0.366
H 2.500 -1.073 0.921 0.368
H 2.105 -0.562 -0.651 0.378
H -0.255 -0.497 -1.331 0.464
H -1.422 1.134 -4.573 0.224
H -2.189 -2.110 -0.260 0.359
H -2.657 -0.506 -0.934 0.372
H -2.454 -0.698 0.776 0.332
H 2.138 2.417 0.716 -0.277
H -0.923 1.549 2.180 0.283
H 0.561 2.168 1.714 0.292
```